C7H32O9 | ωB97M-V with the def2-TZVPD basis set

Last column: Löwdin charge in e.
CARTESIAN COORDINATES (ANGSTROEM)
C  -4.68034  -9.76952  12.68106  -0.130
O  -4.39993  -8.56422  13.40642  -0.137
H  -3.86960  -10.48314  13.00945  0.092
H  -5.62708  -10.25900  12.93817  0.079
H  -4.64399  -9.59468  11.63613  0.061
H  -3.75265  -8.03120  12.92945  0.040
C  -2.83386  -1.70321  14.05740  -0.156
O  -3.15348  -1.14897  15.30566  -0.140
H  -3.47008  -2.63360  13.78811  0.102
H  -3.04896  -1.00107  13.26513  0.069
H  -1.71065  -1.95883  14.02400  0.101
H  -3.18190  -1.79876  16.01977  0.063
C  -3.05746  -4.08996  18.36900  -0.137
O  -3.44395  -3.78015  17.04457  -0.180
H  -3.23194  -3.29793  19.04856  0.061
H  -3.56552  -5.00912  18.70321  0.092
H  -1.98653  -4.27397  18.34171  0.079
H  -4.42100  -3.80039  16.81430  0.050
C  -6.64046  -6.48241  14.56642  -0.102
O  -5.84227  -5.34541  14.12674  -0.208
H  -6.16494  -7.02806  15.32679  0.071
H  -7.59716  -6.10104  14.87794  0.078
H  -6.86037  -7.04678  13.68719  0.066
H  -4.86528  -5.59956  14.31828  0.059
C  -6.52964  0.19088  16.31678  -0.180
O  -5.92201  -0.92772  15.73172  -0.154
H  -5.90307  1.08719  16.37856  0.082
H  -7.31857  0.49393  15.68311  0.055
H  -6.97590  0.04561  17.29598  0.073
H  -4.91078  -0.88349  15.56292  0.077
C  -1.01921  -5.62400  12.21744  -0.133
O  -2.04310  -6.56543  12.56975  -0.153
H  -0.03195  -6.05549  12.15855  0.072
H  -1.26391  -5.18260  11.24912  0.070
H  -0.96176  -4.73024  12.88594  0.082
H  -2.86736  -6.15832  12.23857  0.021
C  -4.47389  -4.53238  10.49817  -0.124
O  -4.35386  -5.42761  11.59449  -0.150
H  -4.66157  -3.52647  10.93791  0.091
H  -3.54523  -4.46687  9.93384  0.073
H  -5.26488  -4.83390  9.76900  0.091
H  -5.12242  -5.40041  12.18102  0.064
O  -6.13524  -4.09344  16.55630  -0.091
H  -6.48072  -3.15998  16.44029  0.069
H  -5.86500  -4.42328  15.64126  0.030
O  -3.56342  -6.13137  15.23754  -0.008
H  -3.00187  -6.68066  14.69477  0.039
H  -3.07728  -5.49009  15.73171  0.030

Cartesian forces (eV/Å) of the 2 atoms listed first:
1.7696 -0.7093 1.6440
-0.8916 0.1056 0.0928

The value obtained for the orbital gap is 10.64 eV. The energy above the lowest of the compared OMol25 structures with the same formula, charge and spin is 47.8 kcal per mole. The SMILES is CO.CO.CO.CO.CO.CO.CO.O.O. For the total energy, the calculation gives -26203.030 eV. The charge is 0.